A molecular structure, C47H42AsLuN7O2S, computed with ωB97M-V with the def2-TZVPD basis set.

* total charge: +1
* HOMO level: -9.155 eV
* orbital gap: 6.0 eV
* relative energy (zero: lowest compared OMol25 entry of this formula, charge and spin): 12.81 kcal per mole

```
101
Properties=species:S:1:pos:R:3:forces:R:3
Lu -0.2055 -1.1723 1.2814 1.131 1.705 1.811
N -2.0438 -0.6176 2.6775 -0.622 0.103 0.097
C -2.4213 -0.8821 4.0702 0.119 -0.680 0.796
C -3.7819 -0.8066 4.3901 0.037 -0.313 -0.166
C -4.2826 -1.2104 5.6292 0.676 0.095 -0.184
C -3.3810 -1.6525 6.6122 -0.343 0.118 0.289
C -2.0224 -1.6486 6.3514 -0.191 0.363 -1.894
C -1.4992 -1.2898 5.0635 -0.539 0.704 0.188
C -0.0227 -1.3011 4.8829 0.958 0.911 0.697
C 0.7647 -1.1232 6.0642 -0.089 -0.849 -1.170
C 2.1212 -1.4298 6.0397 0.145 0.361 0.936
C 2.7184 -1.8248 4.8559 0.074 -0.436 -0.172
C 1.9473 -1.8723 3.6972 0.904 0.516 0.410
C 0.6286 -1.4494 3.6354 -1.429 -0.784 -0.762
H -2.8256 -0.9481 2.1070 -0.057 0.375 0.128
H -1.9730 0.3967 2.5037 0.036 -0.359 0.104
H -4.4456 -0.4637 3.5899 -0.024 -0.112 0.396
H -5.3494 -1.1734 5.8019 0.038 -0.029 0.110
H -3.7272 -1.9791 7.6109 0.103 0.252 -0.769
H -1.3102 -1.9548 7.0818 0.146 -0.285 0.479
H 0.3071 -0.7906 6.9801 -0.032 -0.054 0.193
H 2.6944 -1.4012 6.9848 -0.280 0.194 -0.702
H 3.7763 -2.0877 4.8111 -0.254 -0.070 0.164
H 2.4698 -2.2254 2.8099 -0.038 0.187 -0.268
C -5.0955 6.0028 -9.0052 -0.147 0.165 -1.152
O -3.8210 5.3308 -9.0397 -0.372 -0.060 0.806
C -3.4498 4.6756 -7.9031 0.447 -0.073 0.527
C -2.1493 4.0627 -7.8871 -1.028 0.463 -0.882
C -1.7678 3.3164 -6.8041 -1.127 -0.098 1.697
C -2.6240 3.2969 -5.6504 -0.357 0.712 -1.434
C -3.8420 4.0092 -5.6225 0.635 -0.319 0.233
C -4.2859 4.6545 -6.7462 1.373 0.130 -1.477
N -2.1944 2.6340 -4.5136 -0.615 0.208 2.928
N -2.8267 3.0068 -3.4560 1.149 0.224 -1.953
C -2.3904 2.4722 -2.2467 -0.500 0.458 -0.280
C -2.1700 3.3841 -1.1951 0.091 -0.546 -1.813
C -1.3879 2.9820 -0.1391 -0.009 -1.323 1.059
C -1.1527 1.5840 0.0674 -0.299 1.221 0.551
O -0.4730 1.1423 1.0946 0.087 -0.962 -0.196
C -1.7898 0.6498 -0.8145 0.657 -0.205 -0.298
N -1.7757 -0.6785 -0.4438 -0.692 -0.276 -1.006
C -2.2222 -1.5877 -1.3261 0.130 0.279 0.728
C -2.5417 -1.2659 -2.6586 -0.072 0.885 -0.435
C -2.5316 0.0816 -3.0333 -0.111 -0.979 -0.540
C -2.2592 1.0891 -2.0922 0.608 -0.435 1.390
H -5.1128 6.5838 -9.9508 -0.114 -0.501 0.557
H -5.1910 6.7343 -8.1933 0.216 -0.309 -0.003
H -5.9596 5.2903 -8.9925 0.811 0.456 0.073
H -1.4702 4.1529 -8.7487 -0.636 0.032 0.345
H -0.8210 2.7791 -6.7706 -0.207 0.180 0.006
H -4.3666 4.0743 -4.6620 0.049 -0.177 -0.673
H -5.1791 5.2384 -6.7757 -0.464 -0.033 0.260
H -2.4860 4.4169 -1.3577 0.272 -0.287 0.080
H -1.0418 3.7099 0.5999 -0.047 -0.432 -0.152
H -2.3385 -2.6049 -0.9184 0.233 0.381 -0.459
H -2.7920 -2.0285 -3.4143 0.125 0.368 0.695
H -2.7081 0.3683 -4.0768 -0.109 -0.225 0.552
N 1.6151 -5.0803 0.9152 0.224 -0.012 0.152
C 1.0755 -5.4671 2.1655 0.337 -0.117 -0.451
C 1.3287 -6.6040 2.9588 -1.447 1.698 -0.482
C 0.5166 -6.6913 4.0773 0.725 -0.981 0.445
C -0.4109 -5.7198 4.4389 -0.480 0.999 -0.247
C -0.6349 -4.5789 3.6534 0.811 -0.590 0.197
C 0.1610 -4.4575 2.5096 0.099 0.321 -1.188
N 0.1913 -3.4485 1.4737 0.518 -1.352 -0.184
C 1.0804 -3.8804 0.5752 -0.565 -1.410 2.442
C 1.4762 -3.2183 -0.6107 0.263 1.318 -2.000
C 2.1724 -3.7872 -1.6469 -0.448 -0.179 0.487
S 2.2039 -2.7506 -3.0159 -0.216 0.733 1.340
C 1.3961 -1.5375 -2.0439 -0.380 -0.051 0.137
N 1.0417 -1.8961 -0.8307 0.722 -1.273 -0.860
H 2.3121 -5.5509 0.3248 -0.590 0.181 0.946
H 2.0339 -7.3246 2.6417 0.551 -0.745 0.007
H 0.6198 -7.5543 4.7477 0.045 0.367 -0.355
H -0.9381 -5.8579 5.3840 -0.021 0.143 -0.390
H -1.3145 -3.7972 3.9438 -0.185 0.081 0.085
H 2.5924 -4.7973 -1.6148 -0.195 0.564 -0.460
H 1.1659 -0.5404 -2.4269 0.107 -0.428 -0.062
C 2.3158 1.7824 2.6500 -0.309 0.079 0.147
As 2.4863 0.3801 1.3109 0.291 0.218 0.113
C 4.3801 -0.1290 1.6339 -0.090 0.230 -0.216
C 2.5134 1.5474 -0.3140 -1.003 0.062 -0.054
C 3.8298 1.8105 -0.9679 0.797 0.182 0.220
C 4.4281 0.8537 -1.8043 -0.548 0.657 0.391
C 5.5961 1.1701 -2.4795 0.092 -0.907 0.056
C 6.2356 2.3562 -2.2564 0.266 1.662 0.283
C 5.7232 3.3011 -1.3424 0.545 -0.664 -0.677
C 4.5413 3.0046 -0.7044 -0.593 -0.328 0.185
H 3.1953 2.4249 2.7267 0.024 -0.154 -0.200
H 2.1570 1.2919 3.6090 -0.052 0.038 0.102
H 1.4352 2.3888 2.4050 0.184 -0.238 0.090
H 4.9693 0.7417 1.9760 -0.335 -0.366 -0.310
H 4.7959 -0.5167 0.6947 0.025 0.097 0.300
H 4.4266 -0.9026 2.4094 -0.138 0.176 -0.222
H 1.9491 2.4595 0.0209 0.779 -0.656 -0.382
H 1.8390 1.0654 -1.0542 0.326 0.191 0.468
H 3.9846 -0.1338 -1.9187 -0.105 0.176 -0.112
H 6.0394 0.4317 -3.1355 0.002 0.050 -0.096
H 7.1284 2.6334 -2.8014 0.083 -0.254 -0.023
H 6.2712 4.2346 -1.1691 -0.348 -0.422 0.021
H 4.1556 3.6942 0.0363 -0.217 0.068 -0.089
```
Positions in Å, forces in eV/Å.

C24H32FN3O in the gas phase, computed with ωB97M-V with the def2-TZVPD basis set.

* total charge: 0
* HOMO level: -7.718 eV
* orbital gap: 8.5 eV

```
61
Properties=species:S:1:pos:R:3:forces:R:3
O -0.0546 3.8131 1.8710 0.191 0.427 0.002
C -0.4845 2.4819 2.0322 -0.033 -0.498 0.228
C 0.6626 1.4739 1.9599 -0.237 0.384 -0.288
C 1.4467 1.5994 0.6456 -0.292 0.080 0.110
C 0.8023 0.7435 -0.4578 0.129 0.195 0.081
N 0.9552 -0.6666 -0.1471 -0.038 0.027 -0.155
C 0.2304 -1.6107 -1.0008 -0.192 -0.113 0.244
C -1.1060 -1.0831 -1.5244 0.196 -0.159 -0.177
C -1.8294 -2.1889 -2.3010 -0.069 0.344 -0.084
N -2.0615 -3.3739 -1.5103 0.175 0.075 -0.263
C -3.2507 -3.6249 -0.8576 -0.460 -0.065 0.071
C -3.5450 -4.9307 -0.4318 -0.016 0.082 0.034
C -4.7351 -5.2587 0.1816 -0.031 -0.045 0.090
C -5.7105 -4.2979 0.3903 -0.022 0.034 -0.011
C -5.4645 -3.0035 -0.0257 0.061 -0.036 -0.025
C -4.2630 -2.6829 -0.6250 -0.041 -0.020 0.071
F -4.0999 -1.3739 -0.9676 0.110 -0.145 0.016
C -0.8174 -3.9177 -1.0153 0.235 -0.026 0.348
C -0.0593 -2.8779 -0.1836 0.066 -0.105 -0.395
C 2.3739 -0.9723 -0.0924 0.175 0.053 0.297
C 3.0227 -0.1555 1.0280 0.040 -0.243 -0.132
N 2.8468 1.2734 0.8777 0.214 -0.012 -0.085
C 3.7511 1.9090 -0.0652 0.004 -0.103 0.009
C 3.7392 3.4015 0.1392 0.041 0.061 -0.119
C 3.6481 4.2783 -0.9316 0.033 -0.124 0.044
C 3.6339 5.6468 -0.7208 0.009 0.141 -0.035
C 3.7031 6.1519 0.5650 -0.019 0.129 -0.056
C 3.7917 5.2827 1.6402 0.020 0.014 0.092
C 3.8131 3.9173 1.4277 0.024 -0.009 -0.006
H 0.6863 3.9701 2.4678 -0.023 0.037 -0.054
H -1.0113 2.3658 2.9918 -0.014 -0.051 -0.185
H -1.2023 2.3106 1.2269 -0.039 -0.046 0.055
H 1.3518 1.6617 2.7869 0.018 -0.037 0.063
H 0.2642 0.4648 2.0598 -0.013 -0.076 0.124
H 1.4067 2.6486 0.3320 -0.029 -0.148 0.033
H -0.2540 1.0006 -0.4982 -0.025 0.033 -0.090
H 1.2582 0.9973 -1.4334 -0.085 0.002 -0.002
H 0.8517 -1.8847 -1.8772 -0.046 0.034 0.044
H -0.9572 -0.2382 -2.1969 -0.006 0.092 0.019
H -1.7260 -0.7613 -0.6875 -0.058 0.070 0.029
H -2.7698 -1.8185 -2.7047 0.110 -0.062 -0.015
H -1.2012 -2.4922 -3.1496 -0.044 0.059 0.004
H -2.8218 -5.7105 -0.6128 0.072 -0.040 -0.061
H -4.9076 -6.2796 0.4879 -0.003 -0.090 0.017
H -6.6449 -4.5498 0.8655 -0.095 -0.017 0.040
H -6.1890 -2.2171 0.1199 -0.044 0.101 -0.002
H -1.0051 -4.7981 -0.4031 0.034 0.003 -0.118
H -0.2049 -4.2167 -1.8749 -0.011 -0.084 0.062
H 0.8661 -3.3235 0.1810 0.053 -0.008 0.063
H -0.6609 -2.5956 0.6824 -0.009 0.023 0.051
H 2.5147 -2.0333 0.1180 0.028 0.002 -0.043
H 2.8684 -0.7494 -1.0579 -0.054 -0.057 0.015
H 4.0905 -0.3799 1.0831 -0.018 0.006 0.051
H 2.5593 -0.4469 1.9744 0.049 -0.118 0.000
H 4.7589 1.5319 0.1432 -0.065 -0.044 -0.088
H 3.5217 1.6803 -1.1191 0.088 0.037 0.041
H 3.5861 3.8897 -1.9388 -0.026 -0.064 -0.086
H 3.5621 6.3191 -1.5634 -0.013 0.058 -0.061
H 3.6858 7.2191 0.7300 -0.009 0.086 0.011
H 3.8465 5.6738 2.6462 0.018 0.027 0.080
H 3.8785 3.2297 2.2576 -0.013 -0.070 0.101
```
Positions in Å, forces in eV/Å.

What are the energy values for these records? In order: -169236.88161; -34642.30331 eV.
What are the largest force on an atom values for these records? In order: 3.00; 0.55 eV/Å.